Entry from the OMol25 dataset: a cluster of 8 separate species, C59H133N7O in total in a non-equilibrium geometry (ωB97M-V/def2-TZVPD).

Atoms and positions in Å:
C1 -0.69567 1.43401 -0.03279
C2 -0.87817 -0.03837 -0.12785
C3 -2.09424 -0.48591 0.71865
O1 -0.77830 -0.60327 -1.37442
H1 -1.53407 2.03548 -0.38411
H2 0.18576 1.70026 -0.61614
H3 -0.51934 1.78439 0.98418
H4 -0.00948 -0.36313 0.44487
H5 -2.04859 -1.56062 0.89480
H6 -3.03067 -0.30027 0.19260
H7 -2.04746 0.06838 1.65603
C4 0.19602 -2.37492 5.05085
C5 0.77047 -3.43469 4.14570
C6 0.36347 -3.18805 2.68693
N1 0.79161 -4.28149 1.66295
C7 0.02291 -5.61933 1.95457
C8 2.33761 -4.50938 1.59706
C9 2.74034 -4.25525 0.12833
C10 1.45992 -4.52302 -0.72124
C11 0.43423 -3.89098 0.22156
H8 0.48164 -2.56527 6.08540
H9 -0.87692 -2.18691 5.09044
H10 0.60611 -1.37510 4.90840
H11 0.43029 -4.43132 4.42696
H12 1.85612 -3.34101 4.17184
H13 0.73247 -2.23616 2.30502
H14 -0.71829 -3.05636 2.71070
H15 0.40019 -6.13883 2.83541
H16 0.06071 -6.33832 1.13620
H17 -1.04693 -5.44533 2.06969
H18 2.48655 -5.56309 1.83287
H19 2.93521 -3.90255 2.27729
H20 3.53481 -4.85830 -0.31125
H21 2.96449 -3.19048 0.06406
H22 1.22925 -5.57688 -0.87705
H23 1.43464 -4.07347 -1.71390
H24 -0.57833 -4.11640 -0.11313
H25 0.45121 -2.80294 0.15839
C12 2.49060 -1.31435 -2.08627
C13 3.76082 -1.90663 -2.71180
C14 4.95150 -0.87598 -2.99529
N2 6.25874 -1.50464 -3.56005
C15 6.01191 -2.48991 -4.70155
C16 6.97942 -2.20982 -2.41008
C17 8.44834 -2.22876 -2.81659
C18 8.64287 -0.95125 -3.73000
C19 7.28006 -0.39038 -3.89190
H26 2.37301 -0.24899 -2.28443
H27 2.59692 -1.29173 -1.00171
H28 1.55731 -1.85706 -2.23635
H29 3.53904 -2.53442 -3.57482
H30 4.14742 -2.73158 -2.11339
H31 5.24871 -0.38272 -2.06983
H32 4.64878 -0.10100 -3.69946
H33 5.37240 -2.03469 -5.45779
H34 5.43385 -3.37313 -4.42978
H35 7.00447 -2.85620 -4.96377
H36 6.52372 -3.19999 -2.41182
H37 6.85540 -1.72782 -1.44034
H38 8.72946 -3.18684 -3.25381
H39 9.05553 -2.21475 -1.91149
H40 9.02643 -1.29108 -4.69203
H41 9.25462 -0.14137 -3.33257
H42 7.14862 -0.12262 -4.94029
H43 7.09953 0.44364 -3.21372
C20 -4.74989 -2.59281 2.42222
C21 -4.23205 -3.47979 1.33613
C22 -5.23471 -3.62317 0.11739
N3 -4.57867 -4.41516 -1.02720
C23 -3.53807 -3.48855 -1.73713
C24 -3.89778 -5.74701 -0.53243
C25 -3.87691 -6.61331 -1.85271
C26 -5.06172 -6.11775 -2.68903
C27 -5.65357 -4.84662 -2.00857
H44 -4.22530 -2.83475 3.34654
H45 -5.78359 -2.83703 2.66702
H46 -4.66161 -1.57227 2.04964
H47 -4.22004 -4.42949 1.87094
H48 -3.20754 -3.16901 1.13147
H49 -5.54284 -2.71833 -0.40646
H50 -6.09494 -4.21247 0.43494
H51 -4.09576 -2.66243 -2.17827
H52 -3.17426 -4.06426 -2.58818
H53 -2.84038 -3.16302 -0.96554
H54 -2.95407 -5.31088 -0.20486
H55 -4.51467 -6.18219 0.25381
H56 -3.05222 -6.53493 -2.56113
H57 -3.84533 -7.68506 -1.65665
H58 -4.70760 -5.77139 -3.65997
H59 -5.89036 -6.79452 -2.89748
H60 -5.87531 -3.99350 -2.64976
H61 -6.58762 -5.05107 -1.48526
C28 0.70098 1.27928 3.37768
C29 2.19752 0.86940 3.47546
C30 2.86816 1.17534 4.89609
N4 4.33737 0.75141 5.20433
C31 4.35714 -0.78468 5.24821
C32 4.60960 1.34217 6.57078
C33 5.28734 2.74367 6.41249
C34 6.12967 2.42251 5.19268
C35 5.39391 1.40087 4.30062
H62 0.66256 2.32955 3.08860
H63 0.42970 1.05249 4.40874
H64 0.25782 0.61378 2.63686
H65 2.79252 1.21268 2.62915
H66 2.27569 -0.21721 3.43986
H67 2.25613 0.83911 5.73304
H68 2.93459 2.26204 4.94876
H69 5.42072 -1.00275 5.34497
H70 4.02131 -1.21750 4.30588
H71 3.63684 -1.13482 5.98757
H72 5.25267 0.61492 7.06645
H73 3.79980 1.36951 7.29987
H74 5.93571 3.05253 7.23244
H75 4.64385 3.59684 6.19773
H76 7.07968 1.95652 5.45430
H77 6.28050 3.30775 4.57486
H78 6.07903 0.61980 3.97099
H79 4.90018 1.79963 3.41443
C36 -3.72386 0.94436 4.47434
C37 -3.30983 2.48447 4.35267
C38 -4.45241 3.26714 3.59732
N5 -4.02874 4.60896 2.87497
C39 -5.23403 5.17150 2.19585
C40 -3.36246 5.74742 3.72069
C41 -2.61976 6.60700 2.65043
C42 -2.45671 5.71724 1.40176
C43 -2.88937 4.29500 1.85354
H80 -2.91702 0.38962 4.95327
H81 -3.78855 0.55769 3.45729
H82 -4.71528 0.75761 4.88704
H83 -2.37896 2.42085 3.78917
H84 -3.10629 3.03124 5.27339
H85 -5.20933 3.44139 4.36204
H86 -4.92188 2.68730 2.80266
H87 -5.66271 4.36139 1.60589
H88 -4.96801 6.03961 1.59275
H89 -5.95705 5.50233 2.94143
H90 -4.16171 6.34557 4.15832
H91 -2.74768 5.34735 4.52696
H92 -3.07064 7.58328 2.47243
H93 -1.60647 6.80883 2.99774
H94 -3.03933 6.10209 0.56477
H95 -1.40880 5.69707 1.10247
H96 -3.12669 3.63104 1.02232
H97 -2.07916 3.85061 2.43162
C44 -5.35436 1.09491 0.50557
C45 -5.29938 1.41839 -1.02067
C46 -4.27957 0.58985 -1.85535
N6 -4.52860 0.90278 -3.35557
C47 -5.81098 0.14043 -3.95680
C48 -3.34327 0.23077 -4.10955
C49 -3.22591 1.16981 -5.33269
C50 -4.25118 2.31770 -5.24381
C51 -4.61225 2.32286 -3.74634
H98 -4.42107 1.31800 1.02259
H99 -5.59856 0.04366 0.65833
H100 -6.07419 1.72063 1.03322
H101 -5.12972 2.49157 -1.10774
H102 -6.30671 1.26230 -1.40671
H103 -4.27699 -0.48803 -1.69326
H104 -3.25887 0.85752 -1.58217
H105 -5.76629 0.22834 -5.04232
H106 -6.69937 0.71036 -3.68471
H107 -5.76649 -0.86729 -3.54372
H108 -3.55697 -0.83532 -4.18627
H109 -2.48989 0.38326 -3.44881
H110 -3.32880 0.56905 -6.23635
H111 -2.23861 1.62547 -5.40825
H112 -5.06235 2.21226 -5.96422
H113 -3.73768 3.25026 -5.47777
H114 -5.51872 2.88013 -3.50997
H115 -3.87879 2.88414 -3.16746
C52 5.31119 3.21791 -1.49425
C53 4.52457 2.98633 -2.77433
C54 3.43106 3.97914 -2.93526
N7 2.17311 3.55528 -3.79230
C55 2.65289 3.46795 -5.24890
C56 0.93083 4.58392 -3.67037
C57 -0.08493 3.76651 -2.93727
C58 0.13548 2.30603 -3.44072
C59 1.63119 2.19344 -3.34504
H116 6.09959 2.47152 -1.59131
H117 4.71156 2.98945 -0.61314
H118 5.76385 4.20788 -1.55059
H119 4.11469 1.98044 -2.68329
H120 5.24622 3.02880 -3.59012
H121 3.63339 4.92699 -3.43399
H122 3.04467 4.41900 -2.01584
H123 1.74764 3.29139 -5.82980
H124 3.47054 2.75728 -5.36927
H125 3.03366 4.45385 -5.51559
H126 0.61984 4.82122 -4.68776
H127 1.29777 5.48547 -3.17980
H128 -1.08108 4.07845 -3.25109
H129 0.03191 3.99374 -1.87764
H130 -0.20178 2.17358 -4.46874
H131 -0.39073 1.52023 -2.89876
H132 2.16599 1.41058 -3.88284
H133 1.81148 2.08586 -2.27545

The calculation puts the energy relative to the best compared isomer or geometry (same formula, charge and spin) at 0.0 kcal/mol. The value obtained for the electronic energy is -2783.9003 a.u. As for the total charge: +6. Its multiplicity is 1.

These are the Mulliken partial charges, in e, on atoms 1 to 8:
1. C 0.057
2. C 1.306
3. C 2.413
4. O -0.779
5. H 0.040
6. H -0.536
7. H -0.167
8. H -0.158